ORCA calculation (wB97M-V/def2-TZVPD) on an isolated molecule of C3H10NO2P at a distorted geometry.

Calculated values
DFT total energy, eV: -18141.63275
Energy relative to the best compared isomer or geometry (same formula, charge and spin), kcal/mol: 74.25
LUMO (alpha / beta), hartree: 0.0377 / -0.0813

```
! wB97M-V def2-TZVPD RIJCOSX def2/J DEFGRID3
* xyz 0 3
C -2.2360 0.2445 -1.6733
C 1.3485 1.6390 1.0866
C 1.3579 -1.9492 1.2630
N -1.4739 -0.7501 -0.7627
O 0.4192 0.7121 0.9247
O 0.2664 -1.9277 0.3679
P 0.1249 -0.6687 -0.6728
H -2.7572 0.9984 -1.1685
H -1.5133 0.6882 -2.2142
H -2.8838 -0.2762 -2.3967
H 1.9618 1.8152 0.2344
H 2.0834 1.5035 1.8282
H 0.8474 2.5552 1.4721
H 2.0289 -2.8239 1.2904
H 1.0333 -1.7750 2.2972
H 1.9515 -1.0801 1.0374
H -2.0296 -1.3821 -0.2155
*
```